{"formula": "C5H3N", "method": "ωB97M-V/def2-TZVPD", "species": ["C", "C", "C", "C", "C", "N", "H", "H", "H"], "coordinates": [[-0.07, -0.59, 0.90], [1.03, 0.20, 0.64], [-0.71, -1.22, -0.08], [0.32, 0.23, -0.62], [-0.23, -1.12, -1.35], [-0.39, -1.44, -2.51], [-0.81, 0.18, 2.84], [1.38, 0.92, 1.21], [-0.11, -1.00, -3.42]], "homo_ev": [-8.427, -8.854], "mol_weight_da": 77.086, "spin_multiplicity": 1, "e_above_lowest_kcal_mol": 216.8, "gap_ev": [7.19, 7.60], "charge": 0}